1.
{"formula": "C15H39AgO17", "method": "ωB97M-V/def2-TZVPD", "elements": ["Ag", "O", "C", "O", "O", "H", "C", "O", "C", "O", "O", "C", "H", "H", "H", "H", "H", "H", "C", "O", "C", "O", "O", "C", "H", "H", "H", "H", "H", "H", "C", "O", "C", "O", "O", "C", "H", "H", "H", "H", "H", "H", "C", "O", "H", "H", "H", "H", "C", "O", "H", "H", "H", "H", "C", "O", "H", "H", "H", "H", "C", "O", "H", "H", "H", "H", "C", "O", "H", "H", "H", "H"], "xyz": [[0.019, -0.390, 2.654], [1.336, -4.403, 2.312], [1.458, -3.016, 2.369], [0.968, -2.327, 3.264], [2.123, -2.653, 1.271], [2.462, -3.774, 0.369], [2.702, 2.252, 2.061], [1.578, 3.006, 1.782], [0.586, 2.902, 2.701], [0.446, 1.970, 3.483], [-0.171, 3.968, 2.546], [-1.124, 4.122, 3.597], [3.314, 2.836, 2.797], [3.338, 2.054, 1.121], [2.502, 1.278, 2.450], [-1.911, 4.778, 3.251], [-0.737, 4.464, 4.599], [-1.568, 3.108, 3.646], [-0.030, 4.565, -1.522], [-1.407, 4.920, -1.243], [-2.024, 4.024, -0.553], [-1.509, 3.043, -0.071], [-3.256, 4.407, -0.244], [-3.727, 5.700, -0.564], [0.008, 3.551, -1.963], [0.401, 4.677, -0.475], [0.319, 5.352, -2.227], [-3.718, 5.794, -1.622], [-3.176, 6.453, 0.021], [-4.784, 5.704, -0.202], [-2.364, -4.144, -1.942], [-1.518, -3.632, -2.914], [-0.228, -3.535, -2.755], [0.450, -4.442, -2.228], [0.164, -2.413, -3.277], [1.620, -2.331, -3.287], [-3.171, -4.793, -2.300], [-2.715, -3.286, -1.320], [-1.711, -4.782, -1.311], [1.943, -1.963, -2.263], [1.895, -1.677, -4.079], [1.972, -3.334, -3.512], [-2.330, -3.507, 1.939], [-2.080, -2.384, 2.834], [-2.796, -4.413, 2.400], [-3.130, -3.243, 1.181], [-1.444, -3.810, 1.309], [-1.309, -2.602, 3.383], [0.517, 0.171, -0.548], [-0.674, -0.632, -0.630], [0.689, 0.799, -1.424], [0.556, 0.866, 0.277], [1.314, -0.498, -0.387], [-1.376, -0.442, 0.039], [3.381, 1.582, -4.309], [2.864, 0.915, -3.156], [3.668, 2.647, -4.234], [4.334, 1.114, -4.665], [2.582, 1.452, -5.047], [3.521, 0.643, -2.518], [-2.814, 0.873, 2.236], [-1.539, 0.856, 1.612], [-2.832, 1.551, 3.017], [-3.580, 1.081, 1.431], [-2.909, -0.128, 2.569], [-1.388, 1.700, 1.125], [2.837, -5.793, -0.400], [2.649, -4.346, -0.595], [2.842, -5.938, 0.695], [2.096, -6.482, -0.704], [3.870, -5.994, -0.734], [1.726, -4.071, -1.115]], "lowdin_spin": [0.00, 0.80, 0.00, 0.03, 0.18, 0.00, 0.00, 0.00, 0.00, 0.00, 0.00, 0.00, 0.00, 0.00, 0.00, 0.00, 0.00, 0.00, 0.00, 0.00, 0.00, 0.00, 0.00, 0.00, 0.00, 0.00, 0.00, 0.00, 0.00, 0.00, 0.00, 0.00, 0.00, 0.00, 0.00, 0.00, 0.00, 0.00, 0.00, 0.00, 0.00, 0.00, 0.00, 0.00, 0.00, 0.00, 0.00, 0.00, 0.00, 0.00, 0.00, 0.00, 0.00, 0.00, 0.00, 0.00, 0.00, 0.00, 0.00, 0.00, 0.00, 0.00, 0.00, 0.00, 0.00, 0.00, 0.00, -0.01, 0.00, 0.00, 0.00, 0.00], "charge": 1, "s2": 0.7561, "e_lumo_ev": [-1.9, -5.0], "orbital_gap_ev": [10.64, 7.61], "spin_multiplicity": 2}


2.
{"formula": "C15H39BN3O7", "method": "ωB97M-V/def2-TZVPD", "elements": ["C", "C", "O", "C", "C", "C", "N", "C", "N", "O", "B", "O", "O", "N", "H", "H", "H", "H", "H", "H", "H", "H", "H", "H", "H", "H", "H", "H", "H", "C", "C", "C", "O", "H", "H", "H", "H", "H", "H", "H", "H", "C", "C", "C", "O", "H", "H", "H", "H", "H", "H", "H", "H", "C", "C", "C", "O", "H", "H", "H", "H", "H", "H", "H", "H"], "xyz": [[-6.360, -1.928, -1.467], [-6.367, -1.830, 0.200], [-5.026, -1.350, 0.661], [-4.210, -2.516, 1.121], [-2.725, -1.984, 1.560], [-2.784, -0.346, 1.549], [-1.301, -0.083, 1.903], [-0.636, -0.963, 0.826], [0.527, -0.620, 0.183], [0.995, -1.477, -0.750], [1.428, -0.644, -1.928], [2.916, -0.594, -2.133], [0.466, 0.045, -2.846], [-1.525, -2.216, 0.668], [-5.227, -1.718, -1.780], [-6.716, -3.010, -1.739], [-7.108, -1.128, -1.896], [-6.530, -2.898, 0.675], [-7.170, -1.047, 0.555], [-4.709, -2.962, 2.110], [-4.220, -3.380, 0.332], [-2.544, -2.484, 2.603], [-2.771, -0.056, 0.391], [-3.556, 0.217, 2.231], [-1.211, 0.954, 1.724], [0.971, 0.293, 0.450], [3.196, 0.328, -2.426], [0.971, 0.669, -3.467], [-0.991, -2.982, 1.152], [6.148, 2.107, 0.301], [4.693, 2.239, -0.117], [3.754, 1.793, 0.993], [4.461, 1.446, -1.278], [6.397, 1.064, 0.529], [6.812, 2.420, -0.512], [6.363, 2.718, 1.183], [4.479, 3.280, -0.383], [3.918, 0.739, 1.245], [2.710, 1.882, 0.673], [3.897, 2.395, 1.896], [4.648, 0.520, -1.051], [1.792, 2.572, -7.689], [2.620, 2.235, -6.460], [3.139, 0.807, -6.515], [1.820, 2.403, -5.292], [0.916, 1.918, -7.763], [1.415, 3.599, -7.630], [2.384, 2.468, -8.604], [3.463, 2.930, -6.382], [2.310, 0.090, -6.547], [3.722, 0.575, -5.617], [3.771, 0.650, -7.394], [1.069, 1.789, -5.352], [-2.511, -0.631, 6.517], [-1.140, -1.285, 6.591], [-0.043, -0.251, 6.788], [-0.896, -2.008, 5.388], [-2.570, 0.061, 5.669], [-3.289, -1.386, 6.362], [-2.736, -0.079, 7.434], [-1.120, -2.005, 7.416], [-0.014, 0.455, 5.950], [0.939, -0.734, 6.828], [-0.194, 0.313, 7.714], [-0.912, -1.377, 4.649]], "nbo_charge": [-0.66, -0.08, -0.59, -0.09, -0.10, -0.24, -0.61, 0.67, -0.24, -0.50, 1.32, -0.93, -0.91, -0.58, 0.23, 0.22, 0.23, 0.18, 0.21, 0.20, 0.21, 0.23, 0.21, 0.28, 0.40, 0.44, 0.53, 0.52, 0.42, -0.63, 0.09, -0.62, -0.75, 0.20, 0.23, 0.22, 0.19, 0.20, 0.17, 0.23, 0.47, -0.63, 0.09, -0.63, -0.73, 0.20, 0.22, 0.22, 0.19, 0.20, 0.21, 0.22, 0.45, -0.63, 0.09, -0.63, -0.72, 0.19, 0.22, 0.22, 0.19, 0.19, 0.22, 0.22, 0.45], "charge": 1, "e_lumo_ev": -3.8, "orbital_gap_ev": 8.65, "spin_multiplicity": 1}


3.
{"formula": "C15H39Br2Cl2N3O3", "method": "ωB97M-V/def2-TZVPD", "elements": ["Br", "C", "C", "Br", "H", "H", "H", "H", "C", "C", "C", "O", "C", "N", "H", "H", "H", "H", "H", "H", "H", "H", "H", "H", "H", "C", "C", "C", "O", "C", "N", "H", "H", "H", "H", "H", "H", "H", "H", "H", "H", "H", "C", "C", "C", "O", "C", "N", "H", "H", "H", "H", "H", "H", "H", "H", "H", "H", "H", "C", "Cl", "Cl", "H", "H"], "xyz": [[2.848, 2.799, 4.395], [1.641, 4.315, 3.851], [0.852, 4.025, 2.675], [0.024, 5.738, 2.030], [2.273, 5.156, 3.567], [0.883, 4.623, 4.571], [-0.040, 3.467, 2.961], [1.416, 3.460, 1.933], [3.619, -2.694, -4.100], [4.749, -2.194, -4.969], [4.495, -0.696, -5.548], [3.998, 0.213, -4.460], [3.247, 1.366, -4.886], [5.879, -2.106, -4.101], [3.599, -3.780, -4.020], [2.657, -2.400, -4.522], [3.592, -2.383, -3.056], [4.890, -2.950, -5.741], [3.706, -0.852, -6.283], [5.376, -0.231, -5.990], [3.825, 2.069, -5.487], [2.889, 1.920, -4.019], [2.307, 1.142, -5.390], [5.606, -1.368, -3.467], [6.645, -1.716, -4.632], [-3.634, -1.855, 5.124], [-2.256, -1.093, 5.174], [-2.298, 0.200, 4.387], [-0.990, 0.867, 4.188], [-0.152, 0.205, 3.268], [-1.812, -1.025, 6.556], [-3.647, -2.727, 5.778], [-3.659, -2.281, 4.122], [-4.533, -1.291, 5.374], [-1.440, -1.725, 4.823], [-3.042, 0.849, 4.849], [-2.684, 0.123, 3.370], [-0.007, -0.873, 3.326], [0.804, 0.714, 3.386], [-0.366, 0.221, 2.199], [-1.508, -1.942, 6.849], [-0.900, -0.664, 6.314], [-3.189, 0.410, -2.641], [-2.786, -0.622, -1.653], [-3.176, -0.316, -0.211], [-2.390, -1.073, 0.759], [-2.616, -2.480, 0.842], [-3.487, -1.873, -2.091], [-4.237, 0.702, -2.578], [-3.138, -0.018, -3.642], [-2.654, 1.360, -2.616], [-1.707, -0.773, -1.687], [-4.243, -0.099, -0.159], [-2.900, 0.689, 0.110], [-2.194, -2.980, -0.029], [-3.679, -2.713, 0.778], [-2.127, -2.667, 1.798], [-3.104, -2.197, -2.968], [-3.289, -2.624, -1.446], [0.323, 2.525, -1.509], [1.921, 3.233, -1.635], [-0.085, 2.212, 0.148], [-0.478, 3.117, -1.950], [0.381, 1.563, -2.018]], "nbo_charge": [-0.02, -0.44, -0.42, -0.04, 0.22, 0.23, 0.22, 0.23, -0.61, -0.07, -0.08, -0.58, -0.25, -0.81, 0.21, 0.20, 0.22, 0.20, 0.17, 0.18, 0.17, 0.20, 0.16, 0.36, 0.34, -0.62, -0.08, -0.09, -0.55, -0.28, -0.81, 0.21, 0.20, 0.22, 0.16, 0.20, 0.19, 0.16, 0.20, 0.18, 0.34, 0.35, -0.61, -0.09, -0.10, -0.55, -0.25, -0.84, 0.22, 0.21, 0.20, 0.17, 0.19, 0.20, 0.16, 0.17, 0.20, 0.35, 0.35, -0.42, -0.01, -0.01, 0.23, 0.22], "e_lumo_ev": 0.4, "orbital_gap_ev": 9.60, "smiles": "COC[C@H](C)N.COC[C@H](C)N.COC[C@H](C)N.BrCCBr.ClCCl", "spin_multiplicity": 1}